Entry 1:
{
  "formula": "C18H20N2O5S2",
  "method": "ωB97M-V/def2-TZVPD",
  "e_lumo_ha": 0.01988,
  "gap_ev": 8.513,
  "smiles": "CS(=O)(=O)N(CC(=O)NCCSc1ccccc1)c1ccc2c(c1)OCO2",
  "elements": ["C", "S", "O", "O", "N", "C", "C", "O", "N", "C", "C", "S", "C", "C", "C", "C", "C", "C", "C", "C", "C", "C", "C", "C", "O", "C", "O", "H", "H", "H", "H", "H", "H", "H", "H", "H", "H", "H", "H", "H", "H", "H", "H", "H", "H", "H", "H"],
  "positions_angstrom": [[2.869, 0.736, -0.568], [1.996, 1.527, -1.932], [2.692, 1.267, -3.154], [1.780, 2.911, -1.595], [0.485, 0.807, -1.915], [-0.684, 1.658, -1.870], [-1.155, 1.970, -0.440], [-2.152, 1.472, 0.045], [-0.367, 2.854, 0.192], [-0.624, 3.290, 1.541], [0.538, 2.995, 2.479], [1.029, 1.232, 2.485], [-0.512, 0.379, 2.719], [-0.713, -0.793, 2.004], [-1.891, -1.496, 2.165], [-2.869, -1.031, 3.027], [-2.657, 0.133, 3.745], [-1.475, 0.837, 3.604], [0.353, -0.585, -1.932], [-0.766, -1.198, -1.375], [-0.916, -2.583, -1.386], [0.088, -3.329, -1.948], [1.210, -2.716, -2.508], [1.367, -1.353, -2.524], [2.051, -3.674, -3.005], [1.415, -4.912, -2.762], [0.199, -4.691, -2.082], [2.282, 0.869, 0.334], [3.005, -0.312, -0.796], [3.827, 1.233, -0.477], [-0.423, 2.593, -2.370], [-1.501, 1.174, -2.410], [0.469, 3.181, -0.285], [-0.811, 4.371, 1.554], [-1.530, 2.770, 1.868], [0.300, 3.303, 3.497], [1.440, 3.513, 2.152], [0.049, -1.142, 1.324], [-2.047, -2.406, 1.605], [-3.796, -1.573, 3.139], [-3.414, 0.498, 4.425], [-1.309, 1.733, 4.183], [-1.537, -0.603, -0.915], [-1.790, -3.050, -0.965], [2.209, -0.892, -3.007], [2.072, -5.548, -2.146], [1.216, -5.418, -3.720]]
}

Entry 2:
{
  "formula": "C18H20N4O4S",
  "method": "ωB97M-V/def2-TZVPD",
  "e_lumo_ha": -0.01380,
  "gap_ev": 8.097,
  "smiles": "CCCCC(=O)Nc1ccc(C(=O)NNC(=S)NC(=O)c2ccco2)cc1",
  "elements": ["C", "C", "C", "C", "C", "O", "N", "C", "C", "C", "C", "C", "O", "N", "N", "C", "S", "N", "C", "O", "C", "C", "C", "C", "O", "C", "C", "H", "H", "H", "H", "H", "H", "H", "H", "H", "H", "H", "H", "H", "H", "H", "H", "H", "H", "H", "H"],
  "positions_angstrom": [[2.992, 6.990, 0.341], [3.197, 6.061, -0.969], [4.533, 5.296, -0.843], [4.867, 4.267, -1.969], [4.422, 2.936, -1.538], [5.149, 2.232, -0.888], [3.085, 2.741, -1.721], [2.237, 1.641, -1.295], [2.801, 0.445, -0.877], [1.971, -0.617, -0.502], [0.591, -0.471, -0.408], [-0.178, -1.732, -0.120], [0.326, -2.786, -0.248], [-1.570, -1.690, 0.003], [-2.354, -2.898, 0.186], [-2.659, -3.171, 1.490], [-2.451, -1.972, 2.682], [-3.547, -4.187, 1.810], [-4.215, -5.040, 0.954], [-3.772, -5.207, -0.205], [-5.256, -5.979, 1.509], [-5.980, -7.021, 0.871], [-6.887, -7.610, 1.849], [-6.670, -6.815, 2.965], [-5.736, -5.830, 2.762], [0.045, 0.836, -0.670], [0.841, 1.811, -1.227], [3.895, 7.449, 0.771], [2.307, 7.792, 0.003], [2.391, 6.464, 1.112], [3.186, 6.668, -1.899], [2.399, 5.266, -1.123], [5.328, 6.055, -0.959], [4.612, 4.853, 0.178], [5.931, 4.387, -2.223], [4.331, 4.494, -2.900], [2.619, 3.567, -2.055], [3.817, 0.137, -0.833], [2.366, -1.552, -0.181], [-2.022, -0.729, 0.122], [-2.071, -3.687, -0.376], [-3.872, -4.116, 2.720], [-5.728, -7.437, -0.031], [-7.578, -8.443, 1.837], [-7.055, -7.015, 3.966], [-0.975, 0.927, -0.543], [0.335, 2.690, -1.527]]
}

Entry 3:
{
  "formula": "C18H20N6O2S",
  "method": "ωB97M-V/def2-TZVPD",
  "e_lumo_ha": -0.02348,
  "gap_ev": 7.677,
  "smiles": "C=C1C[C@@](C)(c2cc(NC(=O)c3cnc(OC)cn3)cnc2C)N=C(N)S1",
  "elements": ["C", "C", "C", "C", "C", "C", "C", "C", "N", "C", "O", "C", "C", "N", "C", "O", "C", "C", "N", "C", "N", "C", "C", "N", "C", "N", "S", "H", "H", "H", "H", "H", "H", "H", "H", "H", "H", "H", "H", "H", "H", "H", "H", "H", "H", "H", "H"],
  "positions_angstrom": [[0.819, -6.001, 0.602], [1.307, -5.148, -0.392], [1.603, -3.691, -0.135], [1.219, -2.782, -1.377], [-0.123, -3.149, -1.957], [1.266, -1.315, -0.922], [0.110, -0.525, -0.575], [0.200, 0.847, -0.104], [-0.928, 1.640, 0.201], [-0.857, 2.643, 1.208], [0.128, 2.786, 1.931], [-1.936, 3.534, 1.421], [-1.772, 4.511, 2.482], [-2.800, 5.240, 2.987], [-3.996, 5.107, 2.292], [-4.900, 5.991, 2.779], [-4.613, 7.361, 2.891], [-4.221, 4.250, 1.165], [-3.189, 3.439, 0.719], [1.463, 1.349, 0.027], [2.574, 0.625, -0.245], [2.525, -0.664, -0.721], [3.872, -1.326, -0.859], [2.106, -2.938, -2.597], [2.549, -4.128, -2.789], [3.378, -4.363, -3.809], [1.888, -5.593, -2.023], [0.597, -5.639, 1.552], [0.778, -7.025, 0.318], [0.964, -3.285, 0.668], [2.533, -3.339, 0.329], [-0.825, -3.227, -1.084], [-0.152, -4.156, -2.410], [-0.648, -2.381, -2.608], [-0.872, -1.071, -0.459], [-1.855, 1.375, -0.216], [-0.810, 4.449, 2.990], [-4.854, 7.909, 1.952], [-5.114, 7.779, 3.834], [-3.613, 7.507, 3.296], [-5.116, 4.502, 0.624], [1.683, 2.316, 0.224], [4.496, -0.921, -0.096], [4.319, -1.105, -1.892], [3.870, -2.442, -0.592], [3.375, -3.667, -4.506], [3.571, -5.278, -4.122]]
}

Entry 4:
{
  "formula": "C18H20N6O7Ru",
  "method": "ωB97M-V/def2-TZVPD",
  "e_lumo_ha": [-0.10121, -0.16761],
  "gap_ev": [7.831, 6.322],
  "total_charge": 1,
  "spin_multiplicity": 2,
  "elements": ["Ru", "O", "C", "C", "O", "C", "C", "O", "C", "O", "O", "N", "C", "C", "C", "C", "N", "C", "N", "N", "C", "O", "O", "H", "H", "H", "H", "H", "H", "H", "H", "H", "H", "H", "H", "H", "H", "N", "C", "N", "C", "C", "C", "C", "C", "C", "H", "H", "H", "H", "H", "H"],
  "positions_angstrom": [[0.655, -0.488, 1.176], [-2.473, -4.096, 5.099], [-1.857, -3.406, 4.344], [-1.978, -3.403, 2.787], [-2.699, -4.088, 2.111], [-0.996, -2.382, 2.308], [-0.323, -1.759, 3.411], [0.511, -0.834, 3.216], [-0.781, -2.342, 4.716], [-0.405, -2.052, 5.817], [-0.729, -2.069, 1.105], [0.502, -0.335, -0.926], [-0.134, 0.951, -1.288], [-0.837, 0.947, -2.649], [-1.741, -0.253, -2.968], [-2.909, -0.520, -2.006], [-3.628, 0.685, -1.594], [-4.244, 1.529, -2.402], [-4.757, 1.127, -3.570], [-4.340, 2.802, -2.011], [-1.064, 1.386, -0.143], [-1.865, 2.301, -0.349], [-0.971, 0.747, 0.955], [1.323, -0.522, -1.496], [-0.151, -1.097, -1.114], [0.666, 1.697, -1.308], [-0.087, 1.016, -3.440], [-1.414, 1.872, -2.696], [-1.163, -1.180, -3.030], [-2.129, -0.102, -3.977], [-2.569, -0.974, -1.072], [-3.599, -1.245, -2.439], [-3.258, 1.141, -0.760], [-4.894, 0.145, -3.743], [-5.243, 1.771, -4.168], [-3.703, 3.129, -1.295], [-4.867, 3.477, -2.537], [4.833, -1.520, 1.420], [3.520, -1.828, 1.461], [2.757, -0.786, 1.243], [3.625, 0.290, 1.051], [3.348, 1.637, 0.819], [4.423, 2.487, 0.681], [5.745, 2.015, 0.778], [6.028, 0.688, 1.022], [4.935, -0.163, 1.159], [5.588, -2.166, 1.576], [3.161, -2.825, 1.658], [2.328, 2.007, 0.779], [4.252, 3.540, 0.510], [6.561, 2.716, 0.668], [7.045, 0.333, 1.109]]
}

Entry 5:
{
  "formula": "C18H20N8O8Zn",
  "method": "ωB97M-V/def2-TZVPD",
  "e_lumo_ha": 0.15804,
  "gap_ev": 6.200,
  "total_charge": -2,
  "elements": ["Zn", "O", "C", "O", "C", "O", "O", "O", "N", "N", "O", "C", "C", "C", "C", "C", "C", "H", "H", "H", "H", "H", "C", "C", "C", "C", "N", "C", "N", "N", "N", "H", "H", "H", "H", "H", "H", "H", "H", "H", "H", "C", "N", "C", "C", "C", "O", "N", "C", "O", "H", "H", "H", "H", "H"],
  "positions_angstrom": [[-0.657, -0.851, -1.509], [-2.097, 0.572, -5.000], [-1.736, -0.032, -3.997], [-0.825, 0.346, -3.172], [-2.418, -1.420, -3.628], [-3.212, -1.930, -4.408], [-2.058, -1.909, -2.493], [1.819, -1.677, 0.889], [2.639, -1.087, 0.170], [2.335, -1.014, -1.095], [1.255, -1.535, -1.638], [3.209, -0.278, -1.941], [4.527, -0.004, -1.584], [5.334, 0.725, -2.445], [4.842, 1.186, -3.660], [3.524, 0.905, -4.003], [2.704, 0.177, -3.154], [4.899, -0.353, -0.632], [6.359, 0.936, -2.160], [5.477, 1.753, -4.332], [3.116, 1.270, -4.939], [1.665, -0.021, -3.391], [-3.501, -1.338, 3.608], [-2.180, -1.824, 4.216], [-1.136, -0.706, 4.312], [-1.637, -3.099, 3.569], [-1.286, -2.991, 2.158], [-1.327, -1.985, 1.288], [-0.919, -2.421, 0.129], [-0.623, -3.727, 0.288], [-0.846, -4.085, 1.501], [-3.950, -0.584, 4.259], [-4.213, -2.161, 3.507], [-3.380, -0.883, 2.626], [-2.401, -2.143, 5.241], [-0.812, -0.353, 3.334], [-0.245, -1.048, 4.845], [-1.548, 0.150, 4.850], [-2.374, -3.898, 3.658], [-0.740, -3.420, 4.101], [-1.634, -0.970, 1.461], [1.035, 4.348, -0.310], [0.039, 3.313, -0.131], [-1.219, 3.605, 0.292], [-2.149, 2.653, 0.443], [-1.791, 1.281, 0.104], [-2.616, 0.360, 0.240], [-0.529, 1.015, -0.342], [0.413, 1.983, -0.464], [1.565, 1.803, -0.827], [0.532, 5.312, -0.377], [1.595, 4.156, -1.220], [1.749, 4.370, 0.518], [-1.417, 4.652, 0.492], [-3.157, 2.876, 0.757]]
}

Entry 6:
{
  "formula": "C18H20NO",
  "method": "ωB97M-V/def2-TZVPD",
  "e_lumo_ha": -0.10341,
  "gap_ev": 8.802,
  "smiles": "C[C@H]([NH2+]CC#Cc1ccccc1)[C@H](O)c1ccccc1",
  "total_charge": 1,
  "elements": ["C", "C", "N", "C", "C", "C", "C", "C", "C", "C", "C", "C", "C", "O", "C", "C", "C", "C", "C", "C", "H", "H", "H", "H", "H", "H", "H", "H", "H", "H", "H", "H", "H", "H", "H", "H", "H", "H", "H", "H"],
  "positions_angstrom": [[-0.564, 0.003, 0.669], [-1.297, -1.269, 0.286], [-0.361, -2.224, -0.390], [0.839, -2.675, 0.382], [1.925, -1.725, 0.273], [2.842, -0.952, 0.166], [3.907, -0.031, 0.059], [4.126, 0.649, -1.140], [5.169, 1.550, -1.235], [5.997, 1.776, -0.146], [5.782, 1.099, 1.045], [4.740, 0.199, 1.154], [-2.423, -1.010, -0.747], [-1.758, -0.738, -1.967], [-3.358, 0.085, -0.284], [-4.409, -0.233, 0.567], [-5.271, 0.756, 1.006], [-5.092, 2.067, 0.593], [-4.048, 2.386, -0.256], [-3.180, 1.400, -0.693], [-0.147, 0.483, -0.212], [-1.263, 0.691, 1.136], [0.238, -0.195, 1.374], [-1.713, -1.754, 1.173], [-0.067, -1.733, -1.251], [-0.906, -3.041, -0.688], [0.550, -2.813, 1.428], [1.163, -3.640, -0.021], [3.480, 0.466, -1.987], [5.339, 2.077, -2.162], [6.812, 2.479, -0.226], [6.429, 1.274, 1.890], [4.567, -0.335, 2.077], [-3.010, -1.940, -0.859], [-2.362, -0.280, -2.562], [-4.558, -1.256, 0.881], [-6.085, 0.502, 1.665], [-5.768, 2.836, 0.932], [-3.905, 3.405, -0.582], [-2.362, 1.660, -1.349]]
}

Number 1: largest force on an atom 1.28 eV/A, calculated total energy -53878.3225 eV. Number 2: largest force on an atom 3.82 eV/A, calculated total energy -43974.2131 eV. Number 3: largest force on an atom 6.56 eV/A, calculated total energy -42857.7634 eV. Number 4: largest force on an atom 0.96 eV/A, calculated total energy -44840.4507 eV. Number 5: largest force on an atom 0.56 eV/A, calculated total energy -95710.2252 eV. Number 6: largest force on an atom 1.13 eV/A, calculated total energy -22520.5855 eV.